A cluster of 5 separate species, C30H62IN2O13S4 in total, computed with ωB97M-V with the def2-TZVPD basis set.

Computed properties:
* calculated total energy: -4158.25827 a.u.
* net charge: -1
* E_HOMO: -1.87 eV

Cartesian coordinates (Å):
1 C 2.123 -2.053 4.355
2 C 0.703 -1.789 4.879
3 N 0.047 -3.026 5.343
4 C -0.966 -3.557 4.372
5 C -0.430 -3.791 2.967
6 C -1.527 -4.168 1.989
7 C -2.442 -2.982 1.617
8 C -1.911 -1.559 1.840
9 C -2.951 -0.529 1.432
10 I -2.670 1.361 2.409
11 C -0.885 -4.741 0.735
12 C 0.022 -3.817 -0.135
13 C 1.311 -4.507 -0.616
14 C 2.522 -4.223 0.282
15 N 3.546 -3.427 -0.378
16 C 3.758 -2.094 -0.209
17 C 4.799 -1.721 -1.014
18 C 5.238 -2.878 -1.687
19 C 4.446 -3.909 -1.278
20 C -0.627 -2.836 6.585
21 C -1.547 -1.635 6.733
22 O -0.529 -3.630 7.493
23 H 2.273 -3.130 4.281
24 H 2.276 -1.619 3.368
25 H 2.878 -1.673 5.043
26 H 0.764 -1.090 5.714
27 H 0.118 -1.318 4.087
28 H -1.856 -2.915 4.357
29 H -1.289 -4.526 4.752
30 H 0.251 -4.650 3.041
31 H 0.215 -2.939 2.650
32 H -3.403 -3.040 2.152
33 H -2.699 -3.058 0.551
34 H -1.647 -1.395 2.884
35 H -1.009 -1.368 1.254
36 H -3.947 -0.859 1.718
37 H -2.921 -0.340 0.363
38 H -0.305 -5.630 1.011
39 H -1.687 -5.100 0.078
40 H -0.541 -3.472 -1.006
41 H 0.310 -2.923 0.426
42 H 1.131 -5.584 -0.618
43 H 1.560 -4.218 -1.638
44 H 2.221 -3.691 1.185
45 H 2.997 -5.147 0.615
46 H 3.162 -1.492 0.456
47 H 5.197 -0.726 -1.111
48 H 6.045 -2.953 -2.397
49 H 4.448 -4.945 -1.569
50 H -1.429 -0.886 5.954
51 H -2.577 -1.985 6.734
52 H -1.353 -1.174 7.702
53 O -8.186 4.657 3.153
54 S -8.709 3.349 2.892
55 O -9.621 2.768 3.828
56 O -7.516 2.358 2.602
57 C -6.422 2.299 3.560
58 C -6.775 1.507 4.799
59 C -9.428 3.303 1.286
60 H -6.110 3.315 3.802
61 H -5.613 1.823 3.012
62 H -7.539 2.005 5.395
63 H -5.879 1.388 5.409
64 H -7.147 0.519 4.529
65 H -8.724 3.729 0.577
66 H -10.337 3.899 1.334
67 H -9.662 2.271 1.041
68 O 2.911 1.179 -2.342
69 S 1.944 0.479 -3.134
70 O 2.294 -0.756 -3.763
71 O 1.405 1.493 -4.244
72 C 2.395 2.156 -5.059
73 C 2.974 1.256 -6.130
74 C 0.444 0.291 -2.245
75 H 3.173 2.563 -4.412
76 H 1.857 2.990 -5.507
77 H 3.567 0.453 -5.696
78 H 3.615 1.843 -6.789
79 H 2.176 0.804 -6.720
80 H 0.171 1.244 -1.802
81 H 0.623 -0.459 -1.475
82 H -0.326 -0.052 -2.931
83 O -2.500 2.473 -4.898
84 S -2.342 3.398 -3.817
85 O -2.048 2.922 -2.502
86 O -3.614 4.345 -3.759
87 C -4.912 3.703 -3.707
88 C -5.238 3.153 -2.335
89 C -1.158 4.623 -4.247
90 H -4.950 2.930 -4.476
91 H -5.606 4.492 -3.989
92 H -4.587 2.322 -2.069
93 H -6.270 2.799 -2.325
94 H -5.122 3.924 -1.574
95 H -1.391 5.009 -5.235
96 H -0.191 4.124 -4.242
97 H -1.184 5.410 -3.498
98 O 8.880 4.122 -2.470
99 S 8.493 3.117 -3.415
100 O 7.419 3.393 -4.320
101 O 8.237 1.759 -2.655
102 C 7.338 1.773 -1.509
103 C 5.883 1.830 -1.910
104 C 9.897 2.592 -4.337
105 H 7.620 2.600 -0.857
106 H 7.565 0.844 -0.991
107 H 5.630 2.782 -2.374
108 H 5.251 1.703 -1.032
109 H 5.645 1.039 -2.619
110 H 10.705 2.367 -3.647
111 H 10.168 3.417 -4.991
112 H 9.620 1.718 -4.920

=====

A cluster of 12 separate species, C30H63N8O4 in total at a distorted geometry, computed with ωB97M-V with the def2-TZVPD basis set.

Computed properties:
* calculated total energy: -1919.22513 a.u.
* net charge: +1
* E_HOMO: -12.07 eV

Cartesian coordinates (Å):
1 C 1.181 -4.058 1.392
2 C 0.947 -2.518 1.291
3 C 1.075 -1.915 -0.162
4 N 0.862 -0.468 -0.384
5 C 1.940 0.259 0.382
6 C -0.516 -0.043 0.118
7 C -0.956 1.143 -0.684
8 C -0.225 1.009 -2.083
9 C 0.780 -0.127 -1.826
10 H 0.620 -4.396 0.490
11 H 0.769 -4.439 2.280
12 H 2.131 -4.436 1.422
13 H 1.580 -2.034 1.990
14 H -0.066 -2.305 1.603
15 H 0.603 -2.643 -0.837
16 H 1.993 -2.068 -0.693
17 H 2.006 1.125 -0.016
18 H 2.917 -0.196 0.131
19 H 1.740 0.082 1.467
20 H -0.583 0.275 1.011
21 H -1.286 -0.818 -0.091
22 H -0.583 1.902 -0.034
23 H -2.014 1.127 -0.813
24 H 0.359 2.053 -2.154
25 H -0.916 0.766 -2.956
26 H 1.814 0.056 -2.138
27 H 0.545 -1.161 -2.457
28 C 4.221 -0.514 3.996
29 C 4.797 -1.768 3.391
30 N 5.313 -2.647 2.959
31 H 3.263 -0.663 4.429
32 H 5.073 -0.175 4.558
33 H 4.151 0.060 3.106
34 C -3.113 -3.568 2.035
35 C -2.525 -3.663 0.641
36 N -2.275 -3.666 -0.468
37 H -4.294 -3.888 1.972
38 H -2.401 -4.239 2.480
39 H -3.085 -2.550 2.531
40 C 0.652 -3.447 -4.417
41 C 0.571 -4.512 -3.335
42 N 0.616 -5.320 -2.415
43 H 0.622 -3.999 -5.378
44 H -0.325 -2.984 -4.227
45 H 1.418 -2.876 -4.336
46 C 4.089 -4.877 -1.707
47 C 3.912 -3.433 -2.059
48 N 3.860 -2.303 -2.365
49 H 5.246 -4.962 -1.689
50 H 3.517 -5.028 -0.764
51 H 3.648 -5.700 -2.447
52 C 3.707 5.623 -1.978
53 C 3.364 4.239 -1.627
54 N 3.118 3.086 -1.413
55 H 3.497 5.687 -3.031
56 H 3.201 6.316 -1.414
57 H 4.824 5.700 -1.675
58 C -4.168 -1.213 -2.211
59 C -2.974 -1.259 -3.126
60 N -2.024 -1.162 -3.799
61 H -4.651 -0.301 -2.399
62 H -4.814 -2.060 -2.513
63 H -3.866 -1.358 -1.303
64 C -0.919 1.320 -6.371
65 C -0.537 2.407 -5.320
66 N -0.273 3.201 -4.549
67 H -0.237 0.992 -7.017
68 H -1.375 0.291 -5.823
69 H -1.852 1.749 -7.028
70 C -0.761 -2.913 4.593
71 C -1.076 -1.385 4.488
72 O 0.070 -0.729 3.846
73 H -1.584 -3.643 4.862
74 H 0.006 -3.006 5.265
75 H -0.394 -3.122 3.572
76 H -1.248 -0.782 5.347
77 H -1.897 -1.250 3.910
78 H -0.117 0.167 3.495
79 C 2.813 3.511 2.206
80 C 1.871 4.722 1.965
81 O 0.419 4.325 1.984
82 H 2.232 3.130 3.121
83 H 3.889 3.789 2.550
84 H 2.810 2.851 1.384
85 H 2.089 5.089 1.060
86 H 2.098 5.582 2.755
87 H -0.162 5.069 1.550
88 C -2.994 2.185 3.359
89 C -1.683 2.293 4.058
90 O -0.798 1.830 3.142
91 H -3.807 2.514 4.029
92 H -3.041 1.106 3.084
93 H -3.184 2.727 2.517
94 H -1.607 1.617 4.817
95 H -1.516 3.338 4.471
96 H -0.325 2.746 3.023
97 C -3.878 2.771 -3.125
98 C -4.475 2.980 -1.830
99 O -5.622 2.279 -1.704
100 H -4.565 3.341 -3.924
101 H -3.638 1.674 -3.246
102 H -2.952 3.342 -3.234
103 H -4.890 4.062 -1.734
104 H -3.677 2.651 -1.049
105 H -6.125 2.440 -0.763

=====

Question: Which of these has the lowest calculated total energy?
Answer: C30H62IN2O13S4

=====

Question: The highest E_HOMO belongs to which entry?
Answer: C30H62IN2O13S4